*w*
# C10H15PS

A molecular structure, C10H15PS (ωB97M-V with the def2-TZVPD basis set, OMol25).

ORCA input file:
```
! wB97M-V def2-TZVPD RIJCOSX def2/J DEFGRID3
* xyz 0 1
C 1.346 -0.548 -0.169
C 2.100 0.533 0.030
C -2.928 0.671 -0.258
C -1.211 -1.179 0.037
C -1.971 1.615 -1.007
C -0.084 -0.330 -0.580
C -1.147 0.664 1.589
C -2.133 -0.187 0.779
C 1.920 -1.929 -0.095
C 3.564 0.536 0.319
P -0.500 1.326 0.130
S 1.359 2.176 -0.113
H -3.670 1.257 0.288
H -3.466 0.021 -0.950
H -1.754 -1.737 -0.728
H -0.812 -1.888 0.760
H -1.781 1.311 -2.035
H -2.303 2.653 -0.991
H -0.122 -0.364 -1.677
H -1.583 1.353 2.306
H -2.840 -0.717 1.421
H 2.591 -2.112 -0.936
H 1.125 -2.669 -0.120
H 2.494 -2.057 0.821
H 4.101 -0.012 -0.454
H 3.762 0.057 1.278
H 3.942 1.554 0.355
*
```

Computed properties:
LUMO level: 0.7 eV
frontier orbital gap: 7.710 eV
HOMO energy: -7.04 eV

*x*
# C10H15PS

A molecular structure, C10H15PS (ωB97M-V with the def2-TZVPD basis set, OMol25).

ORCA input file:
```
! wB97M-V def2-TZVPD RIJCOSX def2/J DEFGRID3
* xyz 0 1
C 0.586 1.244 -0.647
C 0.613 0.966 0.696
C -0.981 -2.407 0.469
C 0.424 -1.143 -1.137
C -2.135 -1.620 -0.127
C -0.256 0.242 -1.298
C -0.285 -0.129 0.994
C 0.202 -1.462 0.269
C 1.442 2.283 -1.204
C 1.312 1.545 1.856
P -1.656 0.125 -0.076
S -2.959 1.597 -0.048
H -1.152 -2.564 1.517
H -0.777 -3.366 0.003
H -0.142 -1.786 -1.868
H 1.462 -1.252 -1.344
H -2.523 -1.871 -1.208
H -3.026 -1.864 0.485
H -0.399 0.698 -2.274
H -0.550 -0.426 1.950
H 1.063 -1.805 0.664
H 1.198 2.633 -2.210
H 2.579 2.119 -1.227
H 1.557 3.318 -0.744
H 0.599 1.632 2.625
H 1.771 2.431 1.625
H 2.032 0.862 2.259
*
```

Computed properties:
LUMO level: 0.8 eV
frontier orbital gap: 9.136 eV
HOMO energy: -8.35 eV

Most stable structure: *x*